Formula: C6H9N
Source: the OMol25 dataset
Level of theory: ωB97M-V with the def2-TZVPD basis set

Atoms and positions in Å:
H: -1.481532 1.751278 -0.657144
H: -1.344688 -0.918364 0.590573
H: 3.172874 0.734698 1.603170
H: 1.870091 0.510736 2.788465
H: 0.510614 -1.327253 -2.008681
H: 1.829405 1.873426 1.654074
C: 2.092616 0.818819 1.764433
C: 1.364064 0.002424 0.831189
N: -2.545499 -0.104905 -0.934047
C: 0.342930 -1.535981 -0.953953
C: 1.060628 -0.775027 -0.033828
C: -1.447871 0.799659 -1.143863
H: 0.269601 -2.602253 -0.730415
H: -3.204100 0.253210 -0.244323
H: -1.181638 0.914767 -2.185541
C: -1.307494 -0.395239 -0.340103

Forces on atoms 1 to 3 (eV/Å):
H -0.04 0.53 0.38
H 0.71 1.20 1.00
H -0.15 -0.04 0.04

total charge	0
Kohn-Sham gap	8.9598	eV
energy above the lowest of the compared OMol25 structures with the same formula, charge and spin	136.0	kcal per mole

Computed Mulliken charges, given in elementary charges:
1. H 0.208
2. H 0.506
3. H 0.272
4. H 0.298
5. H 0.299
6. H 0.286
7. C -1.262
8. C 0.481
9. N -0.556
10. C -1.121
11. C 0.294
12. C -0.276
13. H 0.301
14. H 0.290
15. H 0.227
16. C -0.248

Formula: C6H9N
Source: the OMol25 dataset
Level of theory: ωB97M-V with the def2-TZVPD basis set

Atoms and positions in Å:
N: -0.101033 -0.856077 -0.089748
C: 2.414206 -0.758658 -0.019067
H: -1.203227 2.240693 0.364165
H: 1.459773 2.099954 0.011778
H: -2.636378 -1.431282 0.495065
C: -0.627402 1.333637 0.210556
C: -2.556028 -0.400837 0.137680
C: 1.099910 -0.058593 -0.115007
H: -2.981144 -0.361981 -0.871602
H: 0.439911 -0.610194 -1.133576
C: -1.124043 0.045645 0.124039
H: 2.664166 -0.873444 1.038369
H: 3.199927 -0.177016 -0.502427
H: -3.172442 0.242631 0.777440
H: 2.390870 -1.757776 -0.466496
C: 0.763657 1.275019 0.017259

Forces on atoms 1 to 3 (eV/Å):
N -0.07 0.29 -0.09
C 0.18 0.03 0.05
H 0.03 -0.21 -0.03

total charge	0
Kohn-Sham gap	9.4041	eV
energy above the lowest of the compared OMol25 structures with the same formula, charge and spin	47.1	kcal per mole

Computed Mulliken charges, given in elementary charges:
1. N -0.484
2. C -1.070
3. H 0.399
4. H 0.446
5. H 0.320
6. C -0.284
7. C -1.090
8. C 0.394
9. H 0.237
10. H 0.380
11. C 0.337
12. H 0.237
13. H 0.342
14. H 0.302
15. H 0.319
16. C -0.785

Formula: C6H9N
Source: the OMol25 dataset
Level of theory: ωB97M-V with the def2-TZVPD basis set

Atoms and positions in Å:
C: -0.430519 -0.007462 -1.053193
H: 2.777484 -0.549369 -0.277324
H: -2.164856 1.463559 -0.665189
H: -0.356608 0.040292 -2.143169
N: 0.762835 -0.105758 -0.192667
H: -1.402719 -2.173067 -0.456823
H: 2.322156 0.572109 1.010728
H: -2.142722 -0.180872 1.606447
C: -1.072071 -1.170293 -0.213513
C: -1.250740 1.032223 -0.233347
H: 2.428856 1.150597 -0.656999
C: -1.452787 -0.094922 0.772245
C: -0.054622 -0.747644 0.787613
H: 0.368286 -1.250727 1.648454
H: -0.453901 1.721009 0.104250
C: 2.121926 0.300321 -0.037509

Forces on atoms 1 to 3 (eV/Å):
C 0.35 0.04 -0.29
H 0.27 0.24 -0.02
H 0.42 -0.15 0.10

total charge	0
Kohn-Sham gap	8.3527	eV
energy above the lowest of the compared OMol25 structures with the same formula, charge and spin	100.3	kcal per mole

Computed Mulliken charges, given in elementary charges:
1. C -0.279
2. H 0.322
3. H 0.376
4. H 0.471
5. N -0.041
6. H 0.393
7. H 0.305
8. H 0.398
9. C -0.453
10. C -0.563
11. H 0.331
12. C -0.499
13. C -0.467
14. H 0.467
15. H 0.209
16. C -0.970

Formula: C6H9N
Source: the OMol25 dataset
Level of theory: ωB97M-V with the def2-TZVPD basis set

Atoms and positions in Å:
H: -1.061447 0.548432 1.757036
H: 0.731632 -1.794431 1.537041
H: -1.711227 -1.655328 -0.216648
H: -2.540741 0.553977 0.772859
N: 1.081765 -0.521788 -0.161823
H: 0.000506 1.968970 -0.045622
C: -0.123524 -0.091559 -0.905439
C: 2.295401 -0.019850 -0.232189
C: 0.377749 -1.384616 0.597219
C: -1.458052 0.405575 0.748380
C: -0.956220 -0.930870 0.097763
H: -0.053771 -0.267265 -1.980330
H: 3.030270 -0.323290 0.501461
H: 2.529224 0.653229 -1.044187
H: -1.417858 1.649842 -1.073479
C: -0.723712 1.208976 -0.352043

Forces on atoms 1 to 3 (eV/Å):
H -0.10 -0.01 -0.12
H -0.03 0.01 -0.12
H 0.13 0.12 0.06

total charge	0
Kohn-Sham gap	7.7377	eV
energy above the lowest of the compared OMol25 structures with the same formula, charge and spin	88.7	kcal per mole

Computed Mulliken charges, given in elementary charges:
1. H 0.266
2. H 0.324
3. H 0.405
4. H 0.282
5. N 0.082
6. H 0.301
7. C -0.355
8. C -0.488
9. C -0.701
10. C -0.611
11. C -0.071
12. H 0.449
13. H 0.259
14. H 0.249
15. H 0.266
16. C -0.656

Formula: C6H9N
Source: the OMol25 dataset
Level of theory: ωB97M-V with the def2-TZVPD basis set

Atoms and positions in Å:
C: 0.688263 -1.097651 0.695326
C: 0.278065 0.722349 -1.079327
H: 0.279104 -1.889092 1.315527
H: -0.245492 1.148884 -1.933182
H: 2.118766 -0.151042 -0.838007
H: 1.147340 2.386714 0.312891
H: -2.373600 0.238750 0.306116
H: -0.138035 0.592261 1.977583
H: -2.140446 -1.516200 0.286569
H: -2.190172 -0.605061 -1.229602
N: 1.716245 0.759051 -1.034691
C: 0.343874 0.311536 1.047622
C: -1.835772 -0.581286 -0.191466
C: 0.979028 1.344516 0.069504
H: 1.718833 -1.328821 0.416602
C: -0.346001 -0.334908 -0.121467

Forces on atoms 1 to 3 (eV/Å):
C 0.00 -0.15 0.00
C -0.19 0.01 -0.19
H -0.13 0.25 0.07

total charge	0
Kohn-Sham gap	9.6218	eV
energy above the lowest of the compared OMol25 structures with the same formula, charge and spin	83.7	kcal per mole
SMILES string	C[C@]12C[C@H]1[C@H]1N[C@H]12

Computed Mulliken charges, given in elementary charges:
1. C -1.244
2. C -0.537
3. H 0.272
4. H 0.419
5. H 0.272
6. H 0.395
7. H 0.294
8. H 0.411
9. H 0.349
10. H 0.358
11. N -0.617
12. C -0.017
13. C -1.382
14. C -0.280
15. H 0.166
16. C 1.141

Formula: C6H9N
Source: the OMol25 dataset
Level of theory: ωB97M-V with the def2-TZVPD basis set

Atoms and positions in Å:
N: 2.402772 -1.865177 -0.643337
C: -1.763417 -0.162500 0.056103
H: -2.537519 -0.926773 0.206976
H: 0.546581 2.072576 0.500669
H: 1.863870 1.133574 1.205339
C: -1.066841 -0.232720 -1.294810
H: -0.440650 0.067666 1.815353
H: 1.991337 1.690547 -0.462733
H: -0.110228 0.400268 -1.413515
C: 1.615755 -1.048623 -0.395491
C: 0.621617 -0.046921 -0.099142
C: 1.286020 1.296620 0.277614
H: -0.407484 -1.537309 1.030862
C: -0.505297 -0.463590 0.865430
H: -2.219864 0.809431 0.269546
H: -0.979129 -1.266537 -1.638200

Forces on atoms 1 to 3 (eV/Å):
N -0.72 0.80 0.20
C 0.15 0.11 0.19
H 0.24 0.22 -0.27

total charge	0
Kohn-Sham gap (alpha / beta)	8.3598 / 8.3601	eV
energy above the lowest of the compared OMol25 structures with the same formula, charge and spin	101.8	kcal per mole

Computed Mulliken charges, given in elementary charges:
1. N -0.491
2. C -0.486
3. H 0.300
4. H 0.376
5. H 0.408
6. C -0.732
7. H 0.366
8. H 0.372
9. H 0.526
10. C 0.062
11. C 0.790
12. C -1.496
13. H 0.352
14. C -0.859
15. H 0.277
16. H 0.237

Formula: C6H9N
Source: the OMol25 dataset
Level of theory: ωB97M-V with the def2-TZVPD basis set

Atoms and positions in Å:
H: 1.929885 -1.438904 -2.250670
C: 1.061232 0.449022 1.535712
C: 0.325592 -0.192337 0.381894
C: -1.720516 0.685626 -0.941173
H: 2.122669 0.189917 1.519832
H: 0.978884 1.543160 1.500320
H: 0.637063 0.126096 2.493974
H: -1.015741 0.961859 -1.722646
N: -1.680316 1.421809 0.322374
C: 0.917131 -0.986910 -0.475591
H: -1.772553 -0.655870 0.822341
H: 1.520053 -2.872119 -1.144896
H: -0.917162 2.095882 0.311626
H: -2.712456 0.417294 -1.296285
C: 1.482039 -1.800175 -1.327864
C: -1.155801 0.055655 0.271054

Forces on atoms 1 to 3 (eV/Å):
H -0.06 0.00 0.14
C 0.08 0.01 0.07
C 0.09 -0.11 -0.15

total charge	0
Kohn-Sham gap	10.3068	eV
energy above the lowest of the compared OMol25 structures with the same formula, charge and spin	67.1	kcal per mole
SMILES string	C=C=C(C)[C@@H]1CN1

Computed Mulliken charges, given in elementary charges:
1. H 0.236
2. C -1.216
3. C 0.404
4. C -0.415
5. H 0.360
6. H 0.321
7. H 0.286
8. H 0.238
9. N -0.587
10. C 0.030
11. H 0.337
12. H 0.243
13. H 0.290
14. H 0.274
15. C -0.849
16. C 0.047

Formula: C6H9N
Source: the OMol25 dataset
Level of theory: ωB97M-V with the def2-TZVPD basis set

Atoms and positions in Å:
C: -0.003617 -0.411810 -0.489167
H: 3.288357 0.097669 0.375745
N: 0.753366 1.424464 0.449246
H: -1.132872 2.231775 1.073210
H: -2.556466 -1.217906 0.632941
C: 2.429416 -0.484526 0.032640
C: 1.120109 0.227620 -0.070012
H: 1.514316 2.010534 0.811109
C: -0.699665 1.490327 0.424692
H: 2.651083 -0.923230 -0.944138
H: 0.001901 -1.345843 -1.017011
H: 2.284993 -1.316600 0.735676
H: -2.344565 -1.215432 -1.092563
C: -1.166758 0.292195 -0.110076
H: -3.408271 -0.020250 -0.348406
C: -2.453427 -0.538705 -0.229826

Forces on atoms 1 to 3 (eV/Å):
C 0.12 -0.37 -0.24
H -0.17 0.12 -0.13
N -0.65 -0.57 0.08

total charge	0
Kohn-Sham gap	8.7946	eV
energy above the lowest of the compared OMol25 structures with the same formula, charge and spin	22.6	kcal per mole
SMILES string	Cc1c[nH]c(C)c1

Computed Mulliken charges, given in elementary charges:
1. C -0.188
2. H 0.356
3. N -0.041
4. H 0.358
5. H 0.240
6. C -1.176
7. C -0.008
8. H 0.234
9. C -0.794
10. H 0.300
11. H 0.356
12. H 0.265
13. H 0.300
14. C 0.600
15. H 0.348
16. C -1.148